DFT (wB97M-V/def2-TZVPD) results for a structure of composition C26H18Cl2N4O7Ti.

Geometry (Å):
Ti 0.0556 0.7183 -0.6828
Cl 3.7235 0.8722 5.3797
C 3.1200 1.2186 3.7743
C 2.0948 0.4183 3.2728
C 1.5965 0.6247 1.9951
N 0.5403 -0.0563 1.3924
C 0.2686 -1.3225 1.7291
O -0.8410 -1.8553 1.6024
C 1.3678 -2.2595 2.2237
C 1.0255 -3.2617 3.1295
C 2.0008 -4.1490 3.5427
C 3.2783 -4.0291 3.0138
C 3.5122 -3.0162 2.0961
N 2.5899 -2.1405 1.7149
C 2.0830 1.7337 1.2581
C 3.0981 2.5329 1.7618
C 3.6229 2.2615 3.0230
Cl 4.9080 3.2795 3.6318
N 1.3930 1.9271 0.0889
C 1.1333 3.1592 -0.5006
O 1.9724 4.0582 -0.6829
C -0.2539 3.1999 -0.9007
C -0.7811 4.2535 -1.7016
C -2.1206 4.4505 -1.7886
C -3.0008 3.5847 -1.0495
C -2.4792 2.5198 -0.3925
N -1.1447 2.2340 -0.3901
H 1.6959 -0.3558 3.9142
H 0.0033 -3.3220 3.4760
H 1.7708 -4.9288 4.2598
H 4.0751 -4.7037 3.3006
H 4.4926 -2.8962 1.6457
H 3.4540 3.3658 1.1731
H -0.0694 4.9113 -2.1852
H -2.5266 5.2656 -2.3762
H -4.0688 3.7635 -1.0212
H -3.1068 1.8096 0.1360
O -0.2282 0.4985 -4.8603
C -0.4741 0.3111 -3.6766
O 0.0602 0.9436 -2.6897
C -1.5572 -0.7008 -3.2879
C -2.5448 -0.0626 -2.2985
C -3.8504 -0.8566 -2.2614
C -3.4053 -2.1353 -1.5086
C -1.9357 -1.8279 -1.2076
O -1.9672 -0.3919 -1.0123
C -1.0806 -1.9521 -2.4732
C 0.4133 -1.9652 -2.1167
O 1.1447 -2.7590 -2.6966
O 0.7745 -1.1468 -1.1929
H -2.0579 -1.0047 -4.2064
H -2.6458 1.0152 -2.3839
H -4.2315 -1.0521 -3.2642
H -4.6108 -0.3089 -1.7029
H -3.5086 -3.0425 -2.1056
H -3.9628 -2.2679 -0.5812
H -1.5263 -2.2887 -0.3170
H -1.2886 -2.8709 -3.0201

Total charge: -2
2S+1: 1
HOMO level (spin up / spin down), eV: -0.18 / -0.17
Total energy, eV: -95713.3469